Density functional theory data (ωB97M-V with the def2-TZVPD basis set) for 2 unconnected molecules or ions with the total composition C2H9NS in a non-equilibrium geometry.

Geometry as XYZ:
```
13
Properties=species:S:1:pos:R:3:lowdin_charge:R:1
S 1.5942 -3.0895 0.7437 -0.334
H 1.3949 -4.1483 1.6373 -0.410
C -0.0648 0.3702 1.0278 -0.022
N -0.8273 0.3156 -0.3539 -0.005
C -0.1015 1.2254 -1.3139 -0.023
H 0.7777 1.0704 1.2734 0.110
H -0.7209 0.8087 1.6771 0.040
H 0.4074 -0.6525 1.2487 0.010
H -1.8706 0.4902 -0.3421 0.196
H -0.6897 -0.6299 -0.7909 0.161
H -0.5876 2.1635 -1.5634 0.097
H -0.2114 0.6058 -2.1855 0.091
H 0.8995 1.4705 -1.0583 0.088
```

Output
LUMO level   -0.026 Ha
HOMO   -5.815 eV
Energy relative to the best compared isomer or geometry (same formula, charge and spin)   371.1 kJ/mol
Net charge   0
HOMO-LUMO gap   5.116 eV
Electronic energy   -534.38833 a.u.

Density functional theory data (ωB97M-V with the def2-TZVPD basis set) for a molecular structure, C31H32N2Se2Si2Sn.

Geometry as XYZ:
```
70
Properties=species:S:1:pos:R:3:lowdin_charge:R:1
Sn 0.2352 0.1133 -0.9368 1.160
Se -3.0726 0.3771 -1.3010 0.756
Se -2.5935 -0.8224 -3.2473 0.781
C -1.5531 -2.2209 -2.4378 -0.648
C -1.8899 -3.5338 -2.7272 -0.064
C -1.1520 -4.5590 -2.1542 0.002
C -0.1035 -4.2467 -1.3016 -0.004
C 0.1792 -2.9177 -1.0704 -0.147
N -0.5288 -1.9216 -1.6334 -0.137
C -2.1588 1.9796 -1.8344 -0.670
C -2.8597 3.0798 -2.2864 -0.053
C -2.1443 4.1920 -2.7177 0.005
C -0.7614 4.1644 -2.6783 0.001
C -0.1329 3.0324 -2.1939 -0.102
N -0.8172 1.9632 -1.7736 -0.133
H -2.7258 -3.7425 -3.3802 0.118
H -1.4053 -5.5910 -2.3602 0.133
H 0.4840 -5.0146 -0.8183 0.131
H 0.9938 -2.6244 -0.4137 0.105
H -3.9398 3.0605 -2.3120 0.121
H -2.6666 5.0635 -3.0902 0.134
H -0.1705 5.0045 -3.0144 0.130
H 0.9449 2.9775 -2.1140 0.101
C 0.4601 4.4511 2.8427 -0.054
C -0.5807 4.1277 1.9782 -0.066
C -0.7924 2.8062 1.6228 -0.120
C 0.0301 1.7873 2.1195 -0.317
C 1.0640 2.1293 2.9967 -0.073
C 1.2759 3.4546 3.3565 -0.053
Si -0.2334 0.0247 1.6508 0.630
C 1.1599 -1.1060 2.1017 -0.330
C 2.4408 -0.9844 1.5483 -0.147
C 3.4745 -1.8195 1.9410 -0.064
C 3.2456 -2.7881 2.9125 -0.051
C 1.9882 -2.9185 3.4821 -0.051
C 0.9503 -2.0882 3.0755 -0.072
C -1.9104 -0.6363 1.9979 -0.329
C -2.4015 -1.8247 1.4421 -0.133
C -3.6466 -2.3118 1.7995 -0.064
C -4.4210 -1.6209 2.7277 -0.050
C -3.9500 -0.4470 3.2922 -0.051
C -2.7019 0.0458 2.9277 -0.075
H 0.6255 5.4828 3.1251 0.116
H -1.2298 4.9064 1.5975 0.111
H -1.6312 2.5597 0.9795 0.092
H 1.7082 1.3578 3.4049 0.108
H 2.0754 3.7072 4.0403 0.117
H 2.6533 -0.2013 0.8246 0.068
H 4.4590 -1.7134 1.5025 0.115
H 4.0536 -3.4341 3.2305 0.118
H 1.8144 -3.6637 4.2473 0.117
H -0.0320 -2.2108 3.5196 0.110
H -1.7998 -2.3844 0.7367 0.085
H -4.0164 -3.2329 1.3668 0.113
H -5.3908 -2.0066 3.0144 0.118
H -4.5508 0.0867 4.0168 0.117
H -2.3457 0.9695 3.3711 0.108
C 3.0125 -1.5528 -2.3317 -0.206
Si 2.2706 0.1323 -2.5717 0.403
C 3.3833 1.4358 -1.8308 -0.209
C 1.7718 0.5061 -4.3096 -0.195
H 3.9930 -1.5885 -2.8157 0.056
H 2.4026 -2.3459 -2.7701 0.035
H 3.1628 -1.7747 -1.2720 0.020
H 4.3874 1.3328 -2.2540 0.054
H 3.4826 1.3320 -0.7480 0.026
H 3.0586 2.4567 -2.0386 0.027
H 2.6739 0.4936 -4.9289 0.056
H 1.3137 1.4911 -4.4106 0.030
H 1.0815 -0.2358 -4.7143 0.038
```

Output
LUMO level   -0.237 Ha
HOMO   -13.692 eV
Energy relative to the best compared isomer or geometry (same formula, charge and spin)   0.0 kJ/mol
Net charge   +2
HOMO-LUMO gap   7.247 eV
Electronic energy   -6905.72224 a.u.

Density functional theory data (ωB97M-V with the def2-TZVPD basis set) for a molecular structure, C15H31BCdF4P2 in a non-equilibrium geometry.

Geometry as XYZ:
```
54
Properties=species:S:1:pos:R:3:lowdin_charge:R:1
P 0.1539 -1.9051 -5.6820 0.903
P 0.1819 2.1944 -5.2386 0.931
C -0.2940 -0.3843 -6.5736 -0.298
C 0.6627 0.8259 -6.3313 -0.310
H -1.3551 -0.1240 -6.4224 0.074
H -0.2129 -0.6706 -7.6363 0.092
H 1.6672 0.4952 -6.0104 0.062
H 0.8169 1.3194 -7.3109 0.098
C -1.2469 2.9650 -6.0381 -0.177
H -1.6496 3.7742 -5.4107 0.073
H -2.0451 2.2243 -6.1946 0.061
H -0.9543 3.3788 -7.0138 0.058
C 1.5343 3.3879 -5.2353 -0.172
H 1.3991 4.1028 -6.0613 0.059
H 2.4999 2.8749 -5.3580 0.063
H 1.5437 3.9406 -4.2848 0.066
C -0.9706 -3.2900 -5.8819 -0.167
H -0.9771 -3.8960 -4.9613 0.067
H -0.6178 -3.9163 -6.7139 0.055
H -1.9951 -2.9476 -6.0916 0.072
C 1.7599 -2.4032 -6.3360 -0.182
H 2.4264 -1.5359 -6.4428 0.054
H 1.5886 -2.8551 -7.3235 0.055
H 2.2192 -3.1481 -5.6702 0.069
Cd 1.7927 -0.0999 0.6341 1.188
C -0.2838 1.8585 -3.5302 -0.456
C -1.6954 1.5661 -3.3390 -0.260
C -2.2740 0.3243 -3.7704 -0.255
C -2.0115 -0.9060 -2.8102 -0.247
C -0.9565 -1.8092 -3.2053 -0.254
C 0.2846 -1.5562 -3.9316 -0.469
C 1.2257 -0.3882 -3.3943 -0.181
C 0.6477 0.8624 -2.7155 -0.185
C 0.8401 -1.9745 0.3345 -0.300
H -0.0973 2.8692 -3.1187 0.114
H -2.2964 2.2941 -2.7781 0.080
H -1.8930 0.0616 -4.7785 0.055
H -3.3670 0.4634 -3.8906 0.108
H -1.9203 -0.5531 -1.7668 0.101
H -2.9378 -1.5107 -2.8425 0.097
H -1.1465 -2.8596 -2.9706 0.070
H 0.8930 -2.4716 -3.7248 0.110
H 1.9457 -0.0957 -4.1764 0.074
H 1.8471 -0.8872 -2.6198 0.094
H 0.1262 0.5741 -1.7891 0.088
H 1.5122 1.4599 -2.3760 0.080
H 1.5601 -2.7858 0.5173 -0.059
H 0.4042 -2.0502 -0.6693 -0.070
H 0.0433 -1.9951 1.0941 -0.039
F 0.0975 1.4546 1.2594 -0.073
B 0.2553 1.1032 2.6940 -1.192
F 0.0111 2.1793 3.4852 0.170
F -0.4797 -0.0465 2.9383 0.118
F 1.7194 0.7238 2.8073 -0.116
```

Output
LUMO level (alpha / beta)   -0.013 / -0.043 Ha
HOMO (alpha / beta)   -5.395 / -3.878 eV
Energy relative to the best compared isomer or geometry (same formula, charge and spin)   360.6 kJ/mol
Net charge   0
HOMO-LUMO gap (alpha / beta)   5.047 / 2.704 eV
Electronic energy   -1864.79583 a.u.

Density functional theory data (ωB97M-V with the def2-TZVPD basis set) for a molecular structure, C47H42BrN4OPPbSe3SiTe in a non-equilibrium geometry.

Geometry as XYZ:
```
102
Properties=species:S:1:pos:R:3:lowdin_charge:R:1
Pb -0.1865 0.7615 -0.7465 0.935
Br 0.9206 2.1473 6.5370 0.641
C 0.3877 2.3018 4.6924 -0.636
C -0.3959 3.3324 4.3329 -0.166
C -0.7676 3.5385 2.9843 -0.056
C -0.3189 2.7192 1.9755 -0.274
C 0.6176 1.5754 2.2860 -0.196
C 0.9611 1.2936 3.7714 -0.257
N -0.6624 2.7765 0.6750 -0.022
C -1.5002 3.6623 0.1593 -0.128
C -1.9732 3.5432 -1.1543 -0.293
C -3.0089 4.3834 -1.6474 -0.055
C -3.4902 4.1941 -2.9120 -0.115
C -2.9630 3.1598 -3.7013 -0.094
C -1.9662 2.3747 -3.1557 -0.168
N -1.4664 2.5607 -1.9481 -0.045
H -0.7607 4.0325 5.0759 0.088
H -1.4399 4.3585 2.7779 0.078
H 1.5531 1.7785 1.7609 0.088
H 2.0572 1.2795 3.8968 0.141
H -1.9183 4.4776 0.7517 0.101
H -3.4135 5.1537 -1.0036 0.096
H -4.2710 4.8340 -3.3049 0.089
H -3.3238 2.9848 -4.7033 0.085
H -1.5455 1.5528 -3.7281 0.074
Se 2.2470 -2.1047 -2.6058 -0.074
Se 2.1215 -4.0460 -3.7198 -0.164
Te -1.3290 -2.0124 -4.3364 0.033
Se 0.5401 -0.7715 -3.3341 -0.301
C -1.9205 -4.9592 0.3326 -0.130
C -1.5646 -4.3654 1.5366 -0.117
C -0.6120 -3.3642 1.5651 -0.070
C -0.0044 -2.9420 0.3873 -0.341
C -0.4112 -3.5032 -0.8163 -0.159
C -1.3491 -4.5165 -0.8494 -0.080
P 1.3047 -1.6629 0.3355 0.944
C 2.7613 -2.6815 0.7561 -0.365
C 2.9054 -4.0104 0.3714 -0.091
C 4.0775 -4.6884 0.6539 -0.091
C 5.1250 -4.0449 1.2902 -0.114
C 5.0000 -2.7102 1.6424 -0.102
C 3.8277 -2.0323 1.3732 -0.124
C 0.9211 -0.8251 1.8962 -0.403
C 1.1927 -1.0831 3.1733 -0.062
C 0.4767 -0.1602 4.1212 -0.261
C -0.9848 -0.2156 3.7739 -0.053
C -1.2369 0.0404 2.4982 -0.072
C -0.0285 0.3069 1.6500 -0.458
H -2.6428 -5.7691 0.3146 0.093
H -2.0334 -4.6856 2.4628 0.096
H -0.3443 -2.9129 2.5086 0.091
H 0.0195 -3.1505 -1.7420 -0.037
H -1.6248 -4.9477 -1.8025 0.101
H 2.1017 -4.5130 -0.1496 0.095
H 4.1780 -5.7257 0.3680 0.097
H 6.0409 -4.5779 1.5107 0.088
H 5.8208 -2.1928 2.1220 0.094
H 3.7153 -0.9880 1.6398 0.097
H 1.8544 -1.8523 3.5479 0.109
H 0.6862 -0.3896 5.1718 0.105
H -1.7214 -0.4324 4.5367 0.099
H -2.2245 0.0494 2.0636 0.093
C 5.1724 -0.5674 -4.0223 -0.119
C 5.2623 -0.8320 -2.6671 -0.143
C 4.4710 -0.1341 -1.7721 -0.203
C 3.5711 0.8459 -2.1895 -0.381
C 3.5322 1.1176 -3.5542 -0.151
C 4.3157 0.4267 -4.4603 -0.104
Si 2.3415 1.6011 -0.9297 0.581
C 2.3918 3.4809 -1.1382 -0.331
C 2.0037 4.1254 -2.3060 -0.113
C 1.9588 5.5041 -2.3884 -0.106
C 2.2722 6.2738 -1.2814 -0.122
C 2.6191 5.6505 -0.0951 -0.107
C 2.6818 4.2724 -0.0353 -0.126
H 5.7532 -1.1408 -4.7316 0.095
H 5.9302 -1.6056 -2.3081 0.101
H 4.5406 -0.3704 -0.7176 0.074
H 2.8665 1.8851 -3.9223 0.081
H 4.2467 0.6538 -5.5165 0.097
H 3.1997 1.3949 0.2756 -0.013
H 1.7206 3.5431 -3.1708 0.088
H 1.6713 5.9829 -3.3166 0.093
H 2.2352 7.3543 -1.3408 0.086
H 2.8420 6.2421 0.7846 0.092
H 2.9583 3.7934 0.8929 0.086
N -2.6377 -1.2683 -0.6621 0.199
C -3.6024 -1.4861 -0.0817 -0.270
N -4.6720 -1.7414 0.6566 -0.101
C -4.9496 -3.1314 0.9668 -0.118
C -5.8976 -3.7254 -0.0798 -0.184
O -7.0823 -2.9594 -0.1926 -0.144
C -6.7866 -1.6296 -0.5710 -0.189
C -5.8774 -0.9571 0.4677 -0.123
H -5.4181 -3.1646 1.9582 0.130
H -4.0090 -3.6825 0.9806 0.095
H -6.2161 -4.7286 0.2061 0.123
H -5.3831 -3.7672 -1.0506 0.133
H -7.7474 -1.1151 -0.6449 0.121
H -6.2852 -1.6208 -1.5508 0.132
H -6.3936 -0.9127 1.4361 0.127
H -5.6099 0.0519 0.1508 0.134
```

Output
LUMO level (alpha / beta)   0.129 / 0.139 Ha
HOMO (alpha / beta)   -0.833 / -0.930 eV
Net charge   -2
HOMO-LUMO gap (alpha / beta)   4.341 / 4.721 eV
Electronic energy   -12980.43107 a.u.

Density functional theory data (ωB97M-V with the def2-TZVPD basis set) for a molecular structure, C17H29Cl7CsF11N5O10PS2 in a non-equilibrium geometry.

Geometry as XYZ:
```
83
Properties=species:S:1:pos:R:3:lowdin_charge:R:1
C 3.3340 -2.2225 -0.1834 -0.013
C 3.1275 -0.7156 -0.3112 -0.376
F 4.3117 -0.1120 -0.7828 -0.033
C 2.7407 -0.0829 1.0170 -0.093
C 2.6890 1.4703 1.0970 -0.202
C 2.7058 2.2032 -0.2909 -0.066
N 1.3354 2.8524 -0.4398 0.096
C 0.6260 2.0317 0.4686 -0.335
N -0.5043 1.4491 0.1892 0.164
C -1.2509 1.6537 -1.0640 -0.109
C -2.7574 1.5757 -0.8402 -0.035
C -3.2467 2.6430 0.1214 -0.603
F -2.8639 3.8727 -0.2981 0.142
F -4.5755 2.6314 0.2118 0.174
F -2.7418 2.4832 1.3802 0.064
N 1.3471 1.8868 1.6101 0.137
H 4.2521 -2.5165 -0.6866 0.080
H 2.4900 -2.7767 -0.5946 0.087
H 3.4142 -2.5146 0.8669 0.086
H 2.3254 -0.5651 -1.0448 0.139
H 1.7860 -0.5264 1.3153 0.099
H 3.4777 -0.4349 1.7448 0.128
H 3.5002 1.7626 1.7563 0.146
H 2.8516 1.5298 -1.1211 0.097
H 3.4210 3.0195 -0.3461 0.131
H 1.4314 3.6938 0.1294 0.144
H -0.8695 0.8238 0.9025 0.069
H -0.9844 2.6287 -1.4642 0.128
H -0.9332 0.8976 -1.7836 0.134
H -3.2687 1.7666 -1.7864 0.154
H -3.0498 0.5843 -0.4922 0.135
H 0.9565 1.3263 2.3599 0.092
C -6.7068 1.0854 1.6099 -0.009
N -7.9271 0.7700 2.3860 -0.465
O -8.0076 1.2008 3.5093 0.055
O -8.7815 0.1509 1.7985 0.078
H -6.0473 1.6732 2.2390 0.071
H -6.2509 0.1454 1.3043 0.080
H -7.0330 1.6586 0.7449 0.087
C -1.9863 -0.2332 3.7591 -2.026
Cl -2.0465 -1.2747 5.1571 0.596
Cl -0.9367 -0.9731 2.4959 0.524
Cl -3.5586 -0.0232 3.0385 0.616
Cl -1.2866 1.3358 4.1848 0.564
C -9.7662 4.7155 3.7633 -0.692
F -9.1826 3.9779 4.7072 0.126
F -10.9882 5.0402 4.1799 0.130
F -9.0657 5.8414 3.6223 0.125
S -9.8209 3.7484 2.1934 0.576
O -10.6374 2.6100 2.4916 -0.276
O -8.4405 3.5049 1.8693 -0.289
N -10.4951 4.8429 1.2767 -0.298
S -10.7110 4.5330 -0.2574 0.598
O -11.7099 3.5495 -0.5557 -0.282
O -9.4920 4.5113 -1.0385 -0.300
C -11.4887 6.1587 -0.6932 -0.697
F -10.6696 7.1755 -0.4393 0.128
F -12.6167 6.3500 -0.0086 0.124
F -11.7790 6.1623 -1.9917 0.128
F -7.8373 3.0830 -1.6938 -0.472
C 8.6984 -2.4771 0.0311 -0.129
O 7.9098 -3.4300 -0.6659 -0.315
P 8.3763 -4.0934 -2.1616 0.668
O 9.7144 -3.4393 -2.3262 -0.294
O 7.1294 -3.2418 -2.9333 -0.938
C 7.2468 -1.8456 -3.0508 -0.232
O 8.5048 -5.0416 -3.6492 -0.443
C 9.4485 -6.1122 -3.5683 -0.159
H 8.7630 -2.7687 1.0801 0.085
H 9.7001 -2.3960 -0.3824 0.076
H 8.1973 -1.5042 -0.0287 0.085
H 8.2870 -1.5256 -3.0786 0.106
H 6.7341 -1.3565 -2.2229 0.093
H 6.7647 -1.5424 -3.9875 0.002
H 9.3222 -6.6877 -2.6498 0.005
H 10.4613 -5.7111 -3.6075 0.091
H 9.2816 -6.7722 -4.4178 0.075
Cs 6.2369 -3.7149 -4.7642 1.563
C 9.8138 -10.0784 -1.7698 -1.540
Cl 9.9974 -9.8068 -3.5022 0.541
Cl 11.3481 -10.5374 -1.0419 0.543
Cl 9.1374 -8.6607 -0.9608 0.546
H 9.1194 -10.8958 -1.6350 0.011
```

Output
LUMO level   -0.166 Ha
HOMO   -5.318 eV
Net charge   0
HOMO-LUMO gap   0.793 eV
Electronic energy   -7168.55592 a.u.

Density functional theory data (ωB97M-V with the def2-TZVPD basis set) for a single C3H5ClN2OS molecule in a non-equilibrium geometry.

Geometry as XYZ:
```
13
Properties=species:S:1:pos:R:3:lowdin_charge:R:1
C -0.4552 -1.4097 1.1477 0.013
C -0.6648 -0.7021 0.0492 -0.674
Cl -1.6675 -1.3517 -1.2373 0.671
C 0.0102 0.5732 -0.2336 -0.560
N -0.5851 1.6405 -0.4984 0.041
O -1.9728 1.5314 -0.4276 -0.080
N 1.3466 0.6474 -0.0892 -0.344
S 2.3476 -0.4169 -1.0009 0.775
H 0.1721 -0.9813 1.9658 0.097
H -0.8455 -2.3300 1.4140 0.041
H -2.2025 2.3570 -0.8971 0.107
H 1.7729 1.5351 -0.2612 0.064
H 2.7440 -1.0931 0.0685 -0.150
```

Output
LUMO level   0.026 Ha
HOMO   -9.063 eV
Energy relative to the best compared isomer or geometry (same formula, charge and spin)   260.1 kJ/mol
Net charge   0
HOMO-LUMO gap   9.772 eV
Electronic energy   -1160.34003 a.u.